Record 1
C2H14O4S | wB97M-V/def2-TZVPD

Atoms and positions in Å:
C 0.023 -1.822 0.146
C 1.102 -1.119 0.859
S 2.597 -0.900 -0.277
H -0.906 -1.303 0.355
H -0.137 -2.917 0.405
H 0.249 -1.945 -0.880
H 0.908 -0.082 0.998
H 1.451 -1.468 1.831
H 2.676 -1.943 -1.208
H -2.785 -0.144 1.977
H -1.913 0.196 0.772
O -1.959 0.303 1.710
H 1.431 0.521 -2.068
H 0.872 1.152 -3.385
O 0.743 0.410 -2.769
H -1.034 1.739 -0.781
H -0.761 0.649 -1.712
O -1.333 0.864 -1.016
H -0.794 1.994 1.959
H -0.117 3.322 1.780
O -0.313 2.491 1.304

Cartesian forces (eV/Å) of the 3 atoms listed first:
-1.1833 -2.7885 0.7692
1.6707 -0.3537 -0.6579
0.0477 -0.3390 0.3492

The calculation puts the energy relative to the best compared isomer or geometry (same formula, charge and spin) at 53.1 kJ/mol. The strongest force on any atom is 3.125 eV/A. The total charge is +1. Its energy is -21317.0029 eV. Its spin multiplicity is 2. The HOMO-LUMO gap (spin up / spin down) comes out at 10.352 / 5.298 eV.

Record 2
C2H15KO8 | wB97M-V/def2-TZVPD

Atoms and positions in Å:
K 1.260 16.092 15.577
C 2.629 17.323 11.897
C 2.018 17.411 13.235
O 2.414 18.308 13.938
O 1.106 16.634 13.520
H 2.076 17.923 11.174
H 2.578 16.261 11.657
H 3.682 17.605 11.898
O -0.799 16.312 15.206
H -1.300 17.120 15.096
H -1.279 15.821 15.872
O 1.049 14.505 17.435
H 0.166 14.164 17.580
H 0.984 15.436 17.645
O 2.838 17.046 16.633
H 3.650 17.079 17.139
H 2.144 17.058 17.293
O 2.032 14.260 14.606
H 2.271 13.449 15.055
H 1.759 13.979 13.733
O 0.366 18.060 16.358
H 0.567 17.592 17.168
H 0.022 18.905 16.649
O 3.862 15.797 14.222
H 2.960 15.510 14.367
H 4.173 15.257 13.496

Cartesian forces (eV/Å) of the 3 atoms listed first:
0.9184 -0.8679 0.0584
0.8369 -1.1548 -1.2705
0.4617 1.4949 -1.3817

The calculation puts the energy relative to the best compared isomer or geometry (same formula, charge and spin) at 466.7 kJ/mol. The strongest force on any atom is 4.306 eV/A. Its energy is -35018.2252 eV. The HOMO-LUMO gap comes out at 6.077 eV.

Record 3
C2H15O8 | wB97M-V/def2-TZVPD

Atoms and positions in Å:
O -0.182 -1.177 -0.209
C -0.267 -0.023 -0.710
O 0.656 0.846 -0.585
C -1.433 0.273 -1.571
H -1.160 0.730 -2.553
H -2.056 -0.560 -1.884
H -2.012 1.254 -1.264
H -1.410 -0.039 3.110
H -1.717 1.344 2.603
O -1.261 0.927 3.397
H 1.757 0.160 0.556
H 1.284 0.051 2.209
O 2.023 0.022 1.500
H 2.923 -0.549 -1.548
H 2.051 0.128 -2.573
O 2.872 -0.278 -2.486
H 1.407 -1.918 -1.990
H -0.010 -2.156 -2.109
O 0.697 -2.412 -2.570
H -1.222 2.768 1.588
H -0.624 2.658 0.260
O -1.430 2.916 0.670
H -1.012 -1.640 2.342
H -1.387 -1.177 0.999
O -1.701 -1.164 2.023

Cartesian forces (eV/Å) of the 3 atoms listed first:
-0.7782 -0.0994 0.1527
1.9962 0.2518 0.2164
-1.1748 -0.2776 -0.6819

The calculation puts the energy relative to the best compared isomer or geometry (same formula, charge and spin) at 59.1 kJ/mol. The strongest force on any atom is 6.651 eV/A. The total charge is -1. Its energy is -18699.1112 eV. The HOMO-LUMO gap comes out at 9.680 eV.

Record 4
C2H16N2O4 | wB97M-V/def2-TZVPD

Atoms and positions in Å:
C -1.418 0.696 -1.802
C -2.653 -0.164 -1.407
N -2.203 -1.497 -1.067
N -0.868 1.573 -0.744
H -0.532 0.070 -2.073
H -1.621 1.135 -2.811
H -3.223 0.308 -0.612
H -3.314 -0.182 -2.286
H -1.384 -1.777 -1.601
H -2.809 -2.315 -1.029
H -0.500 2.456 -1.083
H -1.593 1.696 -0.067
H 1.373 3.052 1.988
H 2.629 3.310 1.324
O 2.316 2.908 2.149
H 2.136 -3.065 2.285
H 1.292 -1.782 1.909
O 2.148 -2.237 1.803
H 3.206 -0.367 0.408
H 4.751 -0.073 0.353
O 3.991 -0.369 -0.148
H -0.954 -1.743 1.243
H -0.449 -0.369 1.459
O -0.322 -1.260 1.811

Cartesian forces (eV/Å) of the 3 atoms listed first:
1.2533 -0.4465 -1.0820
0.5099 -0.0333 -1.2049
1.0907 -1.1092 0.8120

The calculation puts the energy relative to the best compared isomer or geometry (same formula, charge and spin) at 181.9 kJ/mol. The strongest force on any atom is 1.755 eV/A. As for the SMILES: NCCN.O.O.O.O. Its energy is -13503.0465 eV. The HOMO-LUMO gap comes out at 9.924 eV.

Record 5
C2H16N2O4 | wB97M-V/def2-TZVPD

Atoms and positions in Å:
C -0.546 1.522 -0.537
N -0.111 1.557 0.780
C 0.645 -1.702 -0.183
N -0.564 -2.237 -0.738
H 0.360 1.838 -1.106
H -1.452 2.092 -0.723
H -0.693 0.480 -0.935
H 0.847 1.155 0.879
H 0.898 -0.713 -0.627
H 1.452 -2.409 -0.352
H -0.375 -2.685 -1.604
H -1.395 -1.651 -0.746
H 0.501 -1.546 0.887
H 2.231 0.070 -2.232
O 1.755 0.721 -1.701
H 3.323 1.361 0.746
H 2.339 0.675 -0.359
O 2.596 0.751 0.652
H -0.799 1.015 1.470
H -1.392 0.363 3.065
O -1.241 -0.063 2.209
H -2.257 -0.435 0.973
H -3.386 0.271 0.076
O -2.735 -0.429 0.105

Cartesian forces (eV/Å) of the 3 atoms listed first:
0.6225 1.0686 0.4376
-0.0085 -1.1165 -1.2861
-0.5812 -0.0841 0.7221

The calculation puts the energy relative to the best compared isomer or geometry (same formula, charge and spin) at 821.0 kJ/mol. The strongest force on any atom is 2.402 eV/A. Its energy is -13496.4225 eV. The HOMO-LUMO gap comes out at 4.146 eV.

Record 6
C2H16N2O4 | wB97M-V/def2-TZVPD

Atoms and positions in Å:
N -0.640 2.821 0.755
C -0.600 2.641 -0.682
C -1.046 1.300 -1.275
N -0.228 0.204 -0.661
H 0.113 2.647 1.399
H -1.362 2.161 1.024
H 0.511 2.984 -0.997
H -1.169 3.407 -1.237
H -2.173 1.227 -1.114
H -0.927 1.464 -2.426
H 0.756 0.550 -0.671
H -0.507 0.143 0.310
H -0.066 -0.651 3.167
H -0.103 -1.888 2.268
O -0.413 -0.885 2.364
H -0.234 -3.557 1.253
H 1.244 -3.404 1.589
O 0.415 -3.437 2.054
H -0.128 -3.202 -1.426
H -0.678 -1.992 -0.460
O -0.367 -2.937 -0.572
H 3.285 0.270 -1.476
H 1.760 0.299 -1.354
O 2.558 -0.162 -1.832

Cartesian forces (eV/Å) of the 3 atoms listed first:
-2.2016 -0.6087 0.0520
3.2472 1.9901 -1.4342
0.3478 1.0040 -0.6807

The calculation puts the energy relative to the best compared isomer or geometry (same formula, charge and spin) at 265.1 kJ/mol. The strongest force on any atom is 4.571 eV/A. As for the SMILES: NCCN.O.O.O.O. Its energy is -13502.1839 eV. The HOMO-LUMO gap comes out at 9.869 eV.

Record 7
C2H16NO5 | wB97M-V/def2-TZVPD

Atoms and positions in Å:
C -2.149 -0.778 0.786
O -1.542 -1.800 1.602
C -0.927 -0.099 0.115
N 0.143 0.109 1.171
H -2.647 -0.148 1.509
H -2.785 -1.241 0.030
H -2.098 -2.186 2.290
H -0.491 -0.723 -0.678
H -1.242 0.846 -0.310
H 1.019 -0.289 0.785
H -0.092 -0.583 1.917
H 0.144 1.067 1.465
H 1.037 3.642 0.664
H 0.884 3.198 2.153
O 0.854 2.898 1.238
H 2.730 -0.835 -0.905
H 2.005 0.405 -1.397
O 1.847 -0.459 -0.945
H -1.501 -2.810 -2.528
H -0.935 -3.693 -1.386
O -1.735 -3.307 -1.741
H 2.666 2.354 -1.175
H 2.215 2.532 -2.633
O 2.598 1.902 -2.026

Cartesian forces (eV/Å) of the 3 atoms listed first:
1.3138 -0.9795 0.6424
0.5688 -0.3732 -0.1235
-0.6826 -0.5617 0.2279

The calculation puts the energy relative to the best compared isomer or geometry (same formula, charge and spin) at 30.6 kJ/mol. The strongest force on any atom is 2.536 eV/A. The total charge is +1. Its energy is -14055.2698 eV. The HOMO-LUMO gap comes out at 11.172 eV.

Record 8
C2H16O6 | wB97M-V/def2-TZVPD

Atoms and positions in Å:
C -15.341 23.230 -25.879
C -16.097 24.102 -24.894
O -16.242 23.413 -23.649
H -15.247 23.714 -26.848
H -15.842 22.276 -26.043
H -14.364 23.000 -25.460
H -17.126 24.298 -25.227
H -15.619 25.082 -24.784
H -16.892 23.910 -23.145
O -12.897 18.649 -28.744
H -13.476 17.977 -28.372
H -13.186 19.470 -28.325
O -11.697 22.851 -23.628
H -12.503 23.097 -23.157
H -11.105 23.604 -23.518
O -12.581 23.387 -27.417
H -13.397 23.837 -27.638
H -12.855 22.629 -26.873
O -10.140 20.308 -26.741
H -9.891 19.855 -27.556
H -9.305 20.516 -26.307
O -12.438 21.024 -25.613
H -11.658 20.631 -26.070
H -12.068 21.688 -25.002

Cartesian forces (eV/Å) of the 3 atoms listed first:
-0.2359 -0.1873 0.5420
-0.9210 -0.0818 -0.2608
0.4844 0.1556 -0.0101

The calculation puts the energy relative to the best compared isomer or geometry (same formula, charge and spin) at 76.9 kJ/mol. The strongest force on any atom is 0.961 eV/A. As for the SMILES: CCO.O.O.O.O.O. Its energy is -14618.3892 eV. The HOMO-LUMO gap comes out at 10.864 eV.

Record 9
C2H16Si5 | wB97M-V/def2-TZVPD

Atoms and positions in Å:
C 2.159 3.247 0.299
C -1.438 0.363 1.967
Si -2.742 -3.216 0.453
Si 1.835 0.583 -2.356
Si -0.699 -2.232 -0.291
Si 1.149 2.370 -1.002
Si 0.039 -0.560 1.268
H 2.004 2.870 1.267
H 3.214 3.045 0.082
H 2.050 4.328 0.228
H -1.345 0.824 2.910
H -1.726 1.120 1.297
H -2.190 -0.326 1.857
H -2.626 -3.224 1.999
H -3.220 -4.553 0.041
H -3.452 -1.928 0.581
H 0.591 0.044 -2.791
H 2.614 0.973 -3.755
H 2.405 -0.566 -1.714
H 0.347 -3.250 -0.453
H -0.604 -1.592 -1.687
H -0.067 3.225 -0.837
H 1.126 -0.861 2.342

Cartesian forces (eV/Å) of the 3 atoms listed first:
1.7193 -0.0185 -1.6531
1.8273 0.2611 -0.7234
1.2149 1.0413 1.9265

The calculation puts the energy relative to the best compared isomer or geometry (same formula, charge and spin) at 426.1 kJ/mol. The strongest force on any atom is 2.839 eV/A. Its energy is -41715.4146 eV. The HOMO-LUMO gap (spin up / spin down) comes out at 6.120 / 6.492 eV.